Entry 1:
{"formula": "C39H35MnN4O5P2Te", "method": "ωB97M-V with the def2-TZVPD basis set", "species": ["Mn", "C", "C", "N", "C", "C", "N", "C", "O", "O", "C", "O", "O", "H", "H", "H", "H", "H", "N", "C", "O", "C", "C", "H", "H", "H", "H", "H", "H", "Te", "C", "C", "C", "N", "C", "C", "C", "P", "C", "C", "C", "C", "C", "C", "C", "C", "C", "C", "C", "C", "P", "C", "C", "C", "C", "C", "C", "C", "C", "C", "C", "C", "C", "H", "H", "H", "H", "H", "H", "H", "H", "H", "H", "H", "H", "H", "H", "H", "H", "H", "H", "H", "H", "H", "H", "H", "H"], "xyz": [[-1.748, 0.660, 0.846], [-1.058, -1.500, 4.148], [-0.991, -0.014, 4.129], [-1.498, 0.759, 3.197], [-1.209, 2.057, 3.532], [-0.518, 2.077, 4.709], [-0.415, 0.740, 5.096], [0.114, 3.155, 5.494], [0.085, 2.932, 6.855], [0.669, 4.122, 5.065], [-1.630, 3.145, 2.567], [-1.894, 4.255, 3.004], [-1.648, 2.722, 1.365], [-1.119, -1.858, 3.121], [-1.942, -1.843, 4.690], [-0.175, -1.931, 4.619], [0.215, 0.390, 5.799], [-0.613, 2.300, 7.056], [-5.957, 0.278, 1.764], [-4.665, 0.164, 1.353], [-4.093, 1.123, 0.855], [-4.007, -1.186, 1.546], [-2.718, -1.292, 0.740], [-6.365, 1.197, 1.784], [-6.401, -0.466, 2.268], [-4.764, -1.959, 1.342], [-3.796, -1.252, 2.623], [-2.968, -1.510, -0.307], [-2.122, -2.143, 1.089], [2.896, 0.202, -1.942], [2.729, -1.119, -3.609], [2.336, -2.446, -3.489], [2.242, -3.234, -4.625], [2.525, -2.804, -5.855], [2.914, -1.534, -5.962], [3.024, -0.663, -4.889], [1.006, 0.037, -1.061], [0.878, -0.265, 0.654], [2.208, 0.634, 1.558], [1.886, 1.918, 1.998], [2.812, 2.699, 2.678], [4.087, 2.203, 2.913], [4.431, 0.936, 2.457], [3.500, 0.157, 1.785], [1.276, -2.019, 0.993], [0.987, -2.974, 0.020], [1.134, -4.329, 0.275], [1.572, -4.762, 1.519], [1.850, -3.825, 2.505], [1.699, -2.470, 2.247], [-0.409, 1.007, -1.521], [0.170, 2.222, -2.756], [0.663, 3.433, -2.272], [1.202, 4.373, -3.135], [1.247, 4.115, -4.499], [0.749, 2.917, -4.991], [0.211, 1.975, -4.124], [-1.512, -0.028, -2.579], [-2.835, 0.389, -2.727], [-3.741, -0.372, -3.451], [-3.338, -1.569, -4.031], [-2.026, -1.997, -3.879], [-1.123, -1.230, -3.153], [2.113, -2.868, -2.516], [1.929, -4.270, -4.545], [3.140, -1.190, -6.966], [3.311, 0.368, -5.056], [0.891, 2.311, 1.799], [2.527, 3.680, 3.032], [4.813, 2.804, 3.446], [5.431, 0.554, 2.623], [3.782, -0.824, 1.424], [0.623, -2.626, -0.941], [0.904, -5.051, -0.500], [1.692, -5.819, 1.720], [2.190, -4.152, 3.481], [1.922, -1.749, 3.026], [0.625, 3.629, -1.205], [1.585, 5.308, -2.745], [1.665, 4.849, -5.177], [0.783, 2.710, -6.053], [-0.166, 1.037, -4.515], [-3.161, 1.307, -2.247], [-4.768, -0.040, -3.551], [-4.045, -2.170, -4.588], [-1.706, -2.931, -4.326], [-0.100, -1.564, -3.016]], "mulliken_charge": [1.447, -1.125, -0.081, 0.196, 0.078, 0.174, -0.073, 0.492, -0.539, -0.488, 0.261, -0.750, -0.660, -0.035, 0.345, 0.434, 0.324, 0.347, -0.442, 0.403, -0.600, -0.541, -1.386, 0.272, 0.179, 0.462, 0.159, 0.728, 0.211, 0.233, 0.080, -0.319, -0.268, -0.683, -0.394, -0.324, -1.177, 2.780, -0.267, -0.565, -0.799, -0.620, -0.709, -0.029, -0.280, -0.849, -0.707, -0.630, -0.760, -0.846, 1.162, -0.296, -0.464, -0.622, -0.489, -0.686, -0.146, 0.182, -0.514, -0.688, -0.507, -0.761, 0.223, 0.532, 0.373, 0.361, 0.360, 0.338, 0.495, 0.389, 0.421, 0.477, 0.642, 0.433, 0.369, 0.414, 0.684, 0.403, 0.407, 0.358, 0.413, 0.400, 0.324, 0.394, 0.360, 0.442, 0.155], "e_tot_ev": -114403.9519, "multiplicity": 6, "gap_ev": [5.95, 6.42], "e_above_lowest_kcal_mol": 34.6, "charge": -1, "lumo_energy_ev": [2.035, 2.033]}

Entry 2:
{"formula": "C2H14NO3", "method": "ωB97M-V with the def2-TZVPD basis set", "species": ["C", "N", "C", "H", "H", "H", "H", "H", "H", "H", "H", "H", "H", "O", "H", "H", "O", "H", "H", "O"], "xyz": [[-2.662, 1.269, 1.630], [-1.835, 1.634, 0.429], [-1.242, 2.993, 0.536], [-3.689, 1.092, 1.336], [-2.248, 0.348, 2.030], [-2.536, 2.018, 2.404], [-2.286, 1.447, -0.467], [-1.023, 1.008, 0.397], [-0.636, 3.204, -0.343], [-0.524, 2.943, 1.351], [-2.001, 3.735, 0.749], [1.513, 0.063, 0.184], [0.803, -0.693, 1.189], [0.711, 0.157, 0.735], [1.153, -2.837, -0.740], [1.953, -2.910, -2.029], [1.891, -2.422, -1.197], [3.928, -5.015, -2.996], [4.825, -3.878, -2.638], [3.905, -4.156, -2.558]], "mulliken_charge": [-0.744, 0.032, -0.965, 0.339, 0.315, 0.308, 0.407, 0.218, 0.349, 0.391, 0.405, 0.320, 0.297, -0.681, 0.301, 0.321, -0.631, 0.314, 0.303, -0.600], "e_tot_ev": -9927.3588, "gap_ev": 10.68, "e_above_lowest_kcal_mol": 25.1, "charge": 1, "lumo_energy_ev": -3.034}

Entry 3:
{"formula": "C33H60B2ClN8O3", "method": "ωB97M-V with the def2-TZVPD basis set", "species": ["C", "O", "B", "O", "B", "C", "C", "C", "Cl", "N", "C", "O", "H", "H", "H", "H", "H", "H", "H", "H", "H", "H", "H", "C", "C", "C", "C", "N", "H", "H", "H", "H", "H", "H", "H", "C", "C", "C", "C", "N", "H", "H", "H", "H", "H", "H", "H", "C", "C", "C", "C", "N", "H", "H", "H", "H", "H", "H", "H", "C", "C", "C", "C", "N", "H", "H", "H", "H", "H", "H", "H", "C", "C", "C", "C", "N", "H", "H", "H", "H", "H", "H", "H", "C", "C", "C", "C", "N", "H", "H", "H", "H", "H", "H", "H", "C", "C", "C", "C", "N", "H", "H", "H", "H", "H", "H", "H"], "xyz": [[-0.201, -3.924, -3.592], [0.079, -2.654, -3.061], [1.149, -1.956, -3.713], [0.690, -0.898, -4.459], [2.788, -2.427, -3.458], [3.537, -3.360, -4.599], [2.883, -3.498, -5.959], [3.596, -4.486, -6.897], [2.870, -1.899, -6.805], [3.698, -1.086, -3.143], [3.650, -0.613, -2.043], [3.598, -0.119, -0.955], [-0.455, -3.871, -4.660], [-1.062, -4.338, -3.064], [0.651, -4.607, -3.478], [-0.259, -0.797, -4.287], [2.774, -3.081, -2.406], [3.737, -4.361, -4.205], [4.523, -2.915, -4.766], [1.854, -3.860, -5.877], [2.895, -4.885, -7.635], [3.964, -5.322, -6.300], [4.440, -4.017, -7.399], [-1.158, -0.390, 1.902], [-0.088, -1.110, 1.089], [-0.519, -1.388, -0.354], [-1.695, -2.255, -0.406], [-2.610, -2.949, -0.428], [-2.064, -0.991, 2.002], [-0.795, -0.174, 2.910], [-1.434, 0.555, 1.444], [0.183, -2.051, 1.573], [0.817, -0.501, 1.056], [0.278, -1.876, -0.915], [-0.762, -0.461, -0.877], [-3.997, -0.085, -6.634], [-4.096, -1.470, -6.006], [-4.185, -1.425, -4.476], [-3.005, -0.796, -3.890], [-2.079, -0.307, -3.425], [-3.092, 0.429, -6.311], [-3.965, -0.157, -7.721], [-4.856, 0.533, -6.361], [-3.229, -2.066, -6.296], [-4.981, -1.985, -6.385], [-4.267, -2.432, -4.064], [-5.065, -0.862, -4.158], [-1.140, 5.825, 1.679], [-0.146, 4.679, 1.569], [-0.660, 3.507, 0.728], [-1.867, 2.902, 1.287], [-2.804, 2.404, 1.720], [-2.049, 5.496, 2.189], [-0.715, 6.647, 2.253], [-1.414, 6.213, 0.699], [0.112, 4.318, 2.567], [0.774, 5.040, 1.109], [0.099, 2.724, 0.662], [-0.886, 3.838, -0.287], [-4.441, 0.322, 4.252], [-4.733, -1.126, 4.621], [-4.948, -1.328, 6.126], [-3.770, -0.949, 6.908], [-2.845, -0.654, 7.520], [-3.515, 0.671, 4.710], [-4.325, 0.430, 3.175], [-5.251, 0.983, 4.571], [-3.913, -1.763, 4.285], [-5.631, -1.466, 4.103], [-5.175, -2.373, 6.347], [-5.792, -0.724, 6.469], [9.089, -2.048, -5.744], [9.147, -2.609, -4.329], [8.842, -4.111, -4.274], [7.500, -4.398, -4.778], [6.422, -4.577, -5.128], [8.090, -2.153, -6.167], [9.338, -0.987, -5.746], [9.795, -2.562, -6.401], [8.435, -2.077, -3.696], [10.140, -2.444, -3.905], [8.904, -4.477, -3.249], [9.563, -4.670, -4.874], [-6.795, 0.219, 11.790], [-5.726, -0.539, 11.012], [-6.144, -0.845, 9.569], [-7.346, -1.677, 9.518], [-8.283, -2.338, 9.492], [-7.711, -0.366, 11.878], [-6.448, 0.445, 12.798], [-7.041, 1.164, 11.300], [-5.494, -1.475, 11.523], [-4.806, 0.045, 10.981], [-5.341, -1.369, 9.051], [-6.343, 0.083, 9.028], [3.918, 7.219, 2.177], [4.301, 7.378, 0.711], [3.336, 8.286, -0.061], [1.975, 7.751, -0.048], [0.920, 7.304, -0.003], [2.940, 6.747, 2.281], [4.642, 6.594, 2.697], [3.884, 8.187, 2.682], [4.333, 6.398, 0.231], [5.304, 7.802, 0.635], [3.650, 8.387, -1.100], [3.313, 9.285, 0.380]], "mulliken_charge": [-0.924, -0.162, 0.704, -0.790, 0.125, -1.038, 0.968, -1.361, -0.260, -0.611, 0.756, -0.686, 0.297, 0.261, 0.269, 0.237, -0.230, 0.293, 0.116, 0.020, 0.394, 0.309, 0.297, -0.747, -0.703, 0.524, 0.265, -0.702, 0.184, 0.466, -0.113, 0.361, 0.373, -0.131, 0.178, -1.111, -0.398, -0.448, 0.327, -0.546, 0.318, 0.338, 0.295, 0.271, 0.323, 0.275, 0.324, -1.320, -0.134, -0.443, 0.322, -0.494, 0.458, 0.354, 0.305, 0.300, 0.118, 0.266, 0.336, -1.185, -0.600, -0.344, 0.324, -0.527, 0.352, 0.317, 0.375, 0.309, 0.356, 0.395, 0.271, -1.079, -0.415, -0.463, 0.222, -0.331, 0.311, 0.313, 0.294, 0.307, 0.303, 0.267, 0.276, -1.169, -0.621, -0.030, 0.319, -0.485, 0.350, 0.344, 0.307, 0.315, 0.357, -0.033, 0.310, -0.963, -0.413, -0.475, 0.264, -0.381, 0.200, 0.325, 0.297, 0.297, 0.306, 0.282, 0.271], "e_tot_ev": -67135.9509, "gap_ev": 6.38, "charge": -1, "lumo_energy_ev": 1.959}

Entry 4:
{"formula": "CH18B4Be2Cl2", "method": "ωB97M-V with the def2-TZVPD basis set", "species": ["Be", "Be", "B", "H", "H", "H", "H", "B", "H", "H", "H", "H", "B", "H", "H", "H", "H", "B", "H", "H", "H", "H", "C", "Cl", "Cl", "H", "H"], "xyz": [[-1.000, 0.073, 2.250], [1.830, -0.237, -0.796], [-2.533, -1.812, 1.400], [-2.093, -1.191, 0.501], [-1.641, -1.943, 2.204], [-3.407, -1.280, 1.974], [-2.816, -2.888, 1.057], [0.476, 1.189, 0.560], [-0.128, 0.352, 0.016], [1.198, 0.692, 1.342], [1.207, 1.662, -0.254], [-0.204, 1.976, 1.109], [0.666, -1.888, 1.138], [0.477, -3.035, 1.134], [-0.098, -1.321, 0.499], [0.619, -1.518, 2.281], [1.759, -1.693, 0.641], [0.745, -2.113, -2.070], [1.372, -1.360, -2.772], [-0.116, -1.436, -1.635], [0.201, -2.931, -2.695], [1.437, -2.584, -1.254], [0.538, 4.601, -1.247], [0.444, 5.735, -2.640], [-1.044, 4.236, -0.617], [0.955, 3.692, -1.667], [1.155, 5.022, -0.462]], "mulliken_charge": [0.613, 0.505, 0.214, -0.192, -0.078, -0.205, -0.070, 0.524, -0.124, -0.162, -0.191, -0.207, 1.057, -0.126, -0.658, -0.256, -0.200, 0.244, -0.182, -0.188, -0.096, -0.191, -0.146, -0.170, -0.141, 0.125, 0.300], "e_tot_ev": -29868.5401, "gap_ev": 5.78, "lumo_energy_ev": -3.941}

Entry 5:
{"formula": "C6H8N4PS", "method": "ωB97M-V with the def2-TZVPD basis set", "species": ["C", "C", "C", "C", "C", "C", "N", "N", "N", "N", "P", "S", "H", "H", "H", "H", "H", "H", "H", "H"], "xyz": [[3.565, 1.553, 0.170], [1.436, 1.190, -0.119], [1.920, -0.151, -0.144], [-2.131, 0.595, -0.218], [-1.847, -0.827, 0.384], [0.005, 1.371, 0.151], [2.396, 2.105, 0.083], [1.232, -1.269, -0.044], [-0.938, 1.211, -0.659], [-1.427, -1.865, -0.593], [0.461, -2.519, 0.121], [3.687, -0.151, -0.007], [4.511, 2.247, 0.257], [-2.747, 0.553, -1.126], [-2.700, 1.111, 0.545], [-1.133, -1.070, 1.171], [-2.754, -1.169, 0.896], [0.048, 1.322, 1.256], [-2.135, -2.708, -0.595], [-1.448, -1.528, -1.530]], "mulliken_charge": [-0.015, -0.044, 0.774, -0.689, -0.528, 0.173, -0.479, -0.009, -0.412, -0.469, -0.125, -0.049, 0.360, 0.379, 0.369, 0.362, 0.371, 0.362, 0.342, 0.328], "e_tot_ev": -32424.7328, "multiplicity": 3, "gap_ev": [7.21, 6.66], "charge": 1, "lumo_energy_ev": [-3.500, -6.998]}